No. 1
ORCA calculation (wB97M-V/def2-TZVPD) on C26H20CrF5N6PS as an isolated structure.

Geometry (Å):
1 Cr 0.19770 -1.47151 0.76085
2 N 2.02852 -1.77391 -0.11738
3 C 2.86979 -0.57134 -0.10772
4 C 4.22990 -0.66552 0.10543
5 C 4.98146 0.50343 0.13464
6 C 4.37449 1.73824 -0.05001
7 C 3.00492 1.81639 -0.26293
8 C 2.24392 0.65568 -0.29167
9 P 0.44587 0.60398 -0.45986
10 C -0.25725 2.12866 0.18304
11 C -0.41785 3.24159 -0.64260
12 C -0.91884 4.42269 -0.11631
13 C -1.26445 4.49633 1.22634
14 C -1.11085 3.38907 2.04969
15 C -0.60954 2.20450 1.53194
16 C 0.06441 0.54631 -2.21872
17 C -1.27558 0.64181 -2.59776
18 C -1.63048 0.50959 -3.92766
19 C -0.65003 0.27249 -4.88635
20 C 0.68174 0.17823 -4.51509
21 C 1.04250 0.31724 -3.17814
22 H 2.45145 -2.54163 0.41191
23 H 1.88834 -2.10267 -1.07278
24 H 4.70252 -1.62908 0.25353
25 H 6.04799 0.44604 0.30665
26 H 4.96662 2.64263 -0.01415
27 H 2.52500 2.78023 -0.38260
28 H -0.16016 3.18526 -1.69306
29 H -1.04352 5.28540 -0.75700
30 H -1.66042 5.41874 1.63120
31 H -1.38504 3.44572 3.09470
32 H -0.49014 1.34611 2.17892
33 H -2.04354 0.82133 -1.85200
34 H -2.66973 0.58713 -4.21977
35 H -0.93034 0.16708 -5.92600
36 H 1.44401 0.00524 -5.26337
37 H 2.08932 0.26801 -2.90004
38 F -6.21842 -0.23960 0.50643
39 C -5.04930 -0.76460 0.18043
40 C -3.98610 -0.69434 1.06381
41 F -4.11869 -0.10103 2.24091
42 C -2.79111 -1.24787 0.66659
43 F -1.73307 -1.16416 1.56709
44 C -2.55913 -1.86676 -0.54262
45 S -0.98549 -2.55381 -0.96890
46 C -3.64811 -1.91567 -1.40150
47 F -3.53157 -2.48871 -2.59458
48 C -4.87578 -1.37836 -1.04955
49 F -5.89146 -1.44064 -1.89630
50 N 1.65505 -3.72855 2.12058
51 N 0.29457 -3.35693 1.80666
52 H 1.66293 -4.67040 2.50029
53 H 1.96062 -3.10674 2.86325
54 H -0.29518 -3.38059 2.63790
55 H -0.08031 -4.03432 1.14747
56 N 0.98545 -0.65442 2.34848
57 C 1.13734 -0.58287 3.52294
58 N 1.31663 -0.40431 4.73789
59 C 1.43380 -1.36113 5.65859
60 N 1.55458 -2.17370 6.46825

The multiplicity is 4. The calculation puts the HOMO energy (alpha / beta) at -11.444 / -11.547 eV. As for the net charge: +1. Its HOMO-LUMO gap (alpha / beta) is 7.7667 / 8.2218 eV. The calculation puts the total energy at -3614.459241 Ha. The expectation value of S² is 3.8009.

***

No. 2
ORCA calculation (wB97M-V/def2-TZVPD) on C26H20F5InN4S3 as an isolated structure in a non-equilibrium geometry.

Geometry (Å):
1 In 1.02975 -0.55947 0.06372
2 C -0.31130 1.69178 2.59192
3 C 0.99716 1.85532 2.24784
4 C 1.72955 0.68944 2.74168
5 C 0.81496 -0.17828 3.37339
6 C -0.43430 0.42201 3.30626
7 C -1.71342 -0.14339 3.82067
8 C 1.14028 -1.49350 4.02235
9 C 3.21420 0.55708 2.72061
10 C 1.64728 3.00665 1.54272
11 C -1.45739 2.61759 2.33866
12 H -2.14245 -0.82160 3.07479
13 H -2.44530 0.63973 4.01973
14 H -1.55406 -0.71232 4.73787
15 H 1.37693 -1.37165 5.08432
16 H 1.99827 -1.96445 3.54094
17 H 0.29575 -2.17846 3.93876
18 H 3.58026 0.27224 1.72943
19 H 3.55070 -0.18868 3.43980
20 H 3.68052 1.51388 2.96380
21 H 2.01733 2.71366 0.55604
22 H 2.50447 3.37551 2.11107
23 H 0.94834 3.83204 1.41463
24 H -2.31400 2.06477 1.94861
25 H -1.19534 3.38371 1.61108
26 H -1.76437 3.11755 3.26289
27 F -4.01205 3.81239 -3.37353
28 C -3.03025 2.91268 -3.22166
29 C -2.63412 2.49636 -1.96521
30 F -3.22937 3.00555 -0.87748
31 C -1.63677 1.55140 -1.83205
32 F -1.31423 1.19495 -0.58019
33 C -0.96077 0.97299 -2.91702
34 S 0.27720 -0.21383 -2.78874
35 C -1.39126 1.43771 -4.17193
36 F -0.81527 0.96131 -5.28077
37 C -2.39713 2.36916 -4.32544
38 F -2.78050 2.75712 -5.55112
39 N 3.25063 -2.99617 -0.79525
40 C 3.42806 -1.66237 -0.68223
41 C 4.67565 -1.13588 -0.82601
42 C 5.83707 -1.92651 -1.08649
43 N 6.74312 -2.61217 -1.27740
44 C 4.83453 0.27719 -0.71769
45 N 4.96544 1.41746 -0.61915
46 S -1.83178 -2.16303 0.66722
47 C -2.19940 -2.20378 -0.96790
48 N -1.53326 -3.05641 -1.79619
49 C -1.74493 -3.14582 -3.12566
50 C -2.68763 -2.37987 -3.73128
51 C -3.43532 -1.49251 -2.92776
52 C -3.20412 -1.41154 -1.58581
53 H -0.84136 -3.66550 -1.36765
54 H -1.12108 -3.84868 -3.65934
55 H -2.84268 -2.43850 -4.79730
56 H -4.19890 -0.87600 -3.38551
57 H -3.75938 -0.74294 -0.94492
58 S 1.86517 -5.38744 -0.89415
59 C 2.53086 -3.94849 -0.79795

The multiplicity is 2. The calculation puts the HOMO energy (alpha / beta) at -4.338 / -4.490 eV. As for the net charge: -1. Its HOMO-LUMO gap (alpha / beta) is 6.5332 / 5.7101 eV. The calculation puts the total energy at -3105.795295 Ha. The expectation value of S² is 0.7671.

***

No. 3
ORCA calculation (wB97M-V/def2-TZVPD) on a 2-piece molecular cluster, C26H20FNO4S overall in a non-equilibrium geometry.

Geometry (Å):
1 C 4.99790 0.07840 2.34161
2 C 4.22744 0.42092 3.45779
3 C 2.93852 0.93866 3.29334
4 C 2.39876 1.09368 2.01383
5 S 0.77190 1.87747 1.82877
6 C -0.41142 0.72991 1.26066
7 C -1.76100 0.81682 1.66516
8 C -2.51918 -0.39297 1.84232
9 C -3.85596 -0.37969 2.18354
10 C -4.55463 0.84979 2.28074
11 N -5.98094 0.90434 2.31579
12 O -6.54492 2.02645 2.33718
13 O -6.62017 -0.17415 2.30732
14 C -3.81791 2.05654 2.23750
15 C -2.47211 2.04753 1.93433
16 O 0.41995 2.28153 3.17337
17 O 1.02369 2.87580 0.80862
18 C 3.19162 0.79821 0.90047
19 C 4.47951 0.27907 1.05805
20 H 6.00013 -0.33819 2.46333
21 H 4.62630 0.29000 4.46573
22 H 2.35166 1.24139 4.15567
23 H -0.02691 -0.14352 0.73557
24 H -1.98806 -1.33840 1.73680
25 H -4.42636 -1.28810 2.35602
26 H -4.36256 2.98010 2.42682
27 H -1.94918 3.00026 1.87026
28 H 2.79939 0.99037 -0.09351
29 H 5.08602 0.03557 0.18222
30 F 4.24899 -2.06621 -1.91828
31 C 3.43802 -1.00217 -2.24654
32 C 4.02880 0.14078 -2.77745
33 C 3.16851 1.17047 -3.19373
34 C 1.79749 1.07298 -2.99697
35 C 1.20645 -0.04943 -2.33348
36 C -0.18479 -0.06906 -1.99209
37 C -1.09939 -1.12967 -2.28711
38 C -2.41082 -0.85252 -2.79426
39 C -3.38047 -1.84455 -2.87587
40 C -3.09616 -3.15417 -2.45043
41 C -1.78105 -3.48220 -2.09483
42 C -0.79222 -2.50544 -2.08692
43 C 2.07992 -1.12265 -2.01039
44 H 5.11238 0.20884 -2.85694
45 H 3.61242 2.05603 -3.65874
46 H 1.14677 1.87363 -3.35041
47 H -0.61499 0.88221 -1.66701
48 H -2.64051 0.15995 -3.12763
49 H -4.38680 -1.61889 -3.23951
50 H -3.88002 -3.91274 -2.39071
51 H -1.52599 -4.50502 -1.80246
52 H 0.22645 -2.79894 -1.87311
53 H 1.70553 -2.00902 -1.51444

The calculation puts the HOMO energy at -6.877 eV. As for the net charge: 0. Its HOMO-LUMO gap is 3.5576 eV. The calculation puts the total energy at -1856.268594 Ha.

***

No. 4
ORCA calculation (wB97M-V/def2-TZVPD) on C26H20InN4O10 as an isolated structure.

Geometry (Å):
1 In -0.38054 0.18379 -0.51748
2 N -2.41641 -0.09919 -1.76097
3 C -2.98235 1.02340 -2.50626
4 C -1.92458 1.63276 -3.42068
5 C -0.95030 2.53315 -2.64980
6 O -0.79754 3.68934 -3.02598
7 O -0.35544 2.01825 -1.62862
8 H -2.09141 -0.83956 -2.37655
9 H -3.07849 -0.50526 -1.11146
10 H -3.31655 1.77360 -1.78736
11 H -3.85038 0.70906 -3.09658
12 H -2.38645 2.23533 -4.19910
13 H -1.35118 0.82961 -3.89694
14 O 1.11134 -2.84414 -3.16487
15 C 0.87825 -1.84475 -2.49267
16 O -0.19322 -1.60877 -1.83922
17 C 1.96552 -0.77429 -2.42695
18 C 3.09640 -0.92411 -3.25175
19 C 4.06480 0.03127 -3.21937
20 C 3.90947 1.15536 -2.38205
21 C 4.87400 2.18456 -2.30922
22 C 4.67136 3.26461 -1.50084
23 C 3.49203 3.37236 -0.74003
24 C 2.53640 2.39843 -0.79019
25 C 2.72620 1.25184 -1.59710
26 N 1.78991 0.25086 -1.62809
27 H 3.15431 -1.79804 -3.88288
28 H 4.95054 -0.05401 -3.83876
29 H 5.77326 2.09800 -2.90834
30 H 5.41245 4.05312 -1.45232
31 H 3.34170 4.23775 -0.10899
32 H 1.61549 2.49079 -0.24195
33 O 2.21747 1.37940 2.61672
34 C 1.47020 0.74711 1.88182
35 O 0.46736 1.20526 1.23089
36 C 1.71343 -0.75110 1.73723
37 C 2.55797 -1.42045 2.61234
38 C 2.63545 -2.79974 2.52414
39 C 1.87617 -3.45652 1.56400
40 C 1.08563 -2.70604 0.71051
41 N 1.01939 -1.38103 0.79916
42 H 3.11149 -0.84675 3.34102
43 H 3.27137 -3.35834 3.19947
44 H 1.89876 -4.53457 1.47896
45 H 0.48965 -3.16148 -0.07160
46 O -2.14167 1.59044 0.60696
47 C -2.65172 1.40617 1.69545
48 C -2.99687 0.12704 2.28517
49 C -3.85414 0.11659 3.37550
50 C -4.27731 -1.07136 3.93813
51 C -3.80593 -2.29917 3.42660
52 C -2.93986 -2.31417 2.37873
53 C -2.50650 -1.10859 1.72511
54 O -1.72710 -1.19211 0.73322
55 N -5.21157 -1.05969 5.02334
56 O -5.59312 0.01956 5.46128
57 O -5.56653 -2.13179 5.50085
58 H -2.91350 2.28337 2.32055
59 H -4.21476 1.05124 3.78678
60 H -4.14426 -3.21341 3.89195
61 H -2.55804 -3.24500 1.97908

The calculation puts the HOMO energy at -6.055 eV. As for the net charge: -1. Its HOMO-LUMO gap is 8.1262 eV. The calculation puts the total energy at -2164.553622 Ha.